ORCA calculation (ωB97M-V/def2-TZVPD) on a structure of composition C26H42Cl3N4O4SiTm in a non-equilibrium geometry.

For the total energy, the calculation gives -116771.8094 eV. The expectation value of S² is 2.0020. The value obtained for the orbital gap (spin up / spin down) is 2.415 / 2.419 eV. Its spin multiplicity is 3.

```
81
Properties=species:S:1:pos:R:3:mulliken_spin:R:1
H 4.74 0.99 -1.16 0.00
C 1.58 -1.53 1.62 0.00
H 0.00 -3.78 -0.89 0.00
H -3.49 3.93 0.75 0.00
C 2.78 -0.85 -4.08 0.00
H -1.16 2.00 4.38 0.00
H 3.79 -2.76 -3.96 0.00
H -0.78 -0.87 -2.85 0.00
C 3.96 -1.31 2.11 0.00
O -7.18 -4.14 1.45 0.00
H -4.39 0.48 -0.59 0.00
C 3.33 2.48 -0.59 0.00
H 2.43 1.24 2.31 0.00
H -3.35 2.19 0.70 0.00
H -2.01 5.62 2.59 0.00
Si -1.61 3.22 2.23 0.00
H -6.64 -0.53 -0.22 0.00
C 2.25 0.23 -3.36 0.00
H 6.59 1.88 0.07 0.00
H 4.51 -0.73 1.35 0.00
O -0.56 -1.57 -0.92 -0.01
H 3.83 -2.77 -1.48 0.00
Cl -2.58 -0.37 3.02 0.00
H -4.11 2.97 2.09 0.00
O 0.39 -1.13 1.71 0.00
N 2.58 -0.85 2.18 0.00
H -2.48 -2.91 0.89 0.00
H -0.30 -2.08 -4.69 0.00
C -4.65 -3.10 0.79 0.00
C 5.80 2.63 -0.11 0.00
C 2.95 -0.79 -1.29 0.00
Cl -1.92 1.13 -1.29 0.00
H 3.00 -0.82 -0.20 0.00
C 3.00 3.93 -0.22 0.00
C 3.37 -1.92 -3.40 0.00
H 3.06 0.42 3.75 0.00
C -3.28 3.05 1.38 0.00
H 2.72 -0.84 -5.18 0.00
N -3.41 -1.25 0.02 0.00
C -3.43 -2.48 0.56 0.00
Cl -0.03 1.67 1.24 0.00
N -8.20 -2.44 0.30 0.00
C 2.18 1.63 -1.28 0.00
H 3.89 4.57 -0.25 0.00
H 4.44 -1.15 3.08 0.00
H 3.98 -2.37 1.83 0.00
H -8.10 -1.81 -0.46 0.00
C -0.49 -1.69 -2.17 0.00
H -2.86 2.40 4.26 0.00
C -1.86 2.77 4.05 0.00
H 1.28 2.18 -1.62 0.00
C -5.77 -1.13 -0.01 0.00
C -1.13 5.01 2.28 0.00
H -4.65 -4.09 1.21 0.00
H -0.35 5.19 3.02 0.00
C 0.36 -3.94 -1.91 0.00
Tm -1.46 -0.35 0.80 2.03
H -0.80 5.39 1.30 0.00
C 4.63 1.97 -0.70 0.00
H -0.06 -4.85 -2.33 0.00
H 2.53 4.05 0.78 0.00
C 2.45 0.36 -1.96 0.00
H 1.45 -4.01 -1.90 0.00
O 2.43 1.66 0.15 0.00
C 0.04 -2.99 -4.18 0.00
C 3.41 -1.90 -2.00 0.00
H 6.22 3.41 -0.77 0.00
H 1.07 -3.20 -4.48 0.00
H 1.30 0.35 3.36 0.00
H 1.83 -2.47 1.10 0.00
H 5.50 3.09 0.84 0.00
H -1.71 3.65 4.70 0.00
H 2.29 4.32 -0.98 0.00
H -9.09 -2.95 0.35 0.00
H -0.59 -3.84 -4.50 0.00
N -0.06 -2.82 -2.74 0.00
C -4.53 -0.55 -0.24 0.00
H 1.75 1.05 -3.89 0.00
C -7.12 -3.12 0.79 0.00
C 2.32 0.37 2.96 0.00
C -5.83 -2.43 0.50 0.00
```



ORCA calculation (ωB97M-V/def2-TZVPD) on a cluster of 2 separate species, C6H16N in total in a non-equilibrium geometry.

Its charge is +1. For the total energy, the calculation gives -7962.0253 eV. The value obtained for the orbital gap is 7.874 eV. Its energy relative to the best compared isomer or geometry (same formula, charge and spin) is 328.7 kJ/mol.

```
23
Properties=species:S:1:pos:R:3:lowdin_charge:R:1
H -0.72 -1.81 -1.49 0.10
C -1.12 -0.48 0.11 -0.44
H 3.46 -0.49 -0.33 0.10
C -2.32 0.45 0.02 -0.02
H -3.18 -0.06 0.43 0.09
H 0.09 0.66 -1.30 0.17
H -5.22 3.69 1.43 0.00
H -5.89 3.33 1.41 0.00
H -2.55 0.69 -1.03 0.10
H 2.29 -1.29 -1.40 0.09
C 1.84 1.09 1.13 0.01
H 1.05 1.41 1.80 0.09
H -2.16 1.39 0.56 0.09
H 2.73 0.81 1.70 0.11
N -1.28 -1.71 -0.65 0.15
C 0.13 0.13 -0.35 0.17
C 2.50 -0.39 -0.83 -0.03
H 1.31 -0.98 0.89 0.15
H -0.98 -0.73 1.17 0.16
H 2.59 0.45 -1.51 0.10
H -1.24 -2.55 -0.09 0.11
C 1.41 -0.12 0.23 -0.39
H 2.08 1.96 0.50 0.10
```



ORCA calculation (ωB97M-V/def2-TZVPD) on a cluster of 2 separate species, C3H9NO2 in total in a non-equilibrium geometry.

The SMILES is CNC(C)=O.O. For the total energy, the calculation gives -8841.6919 eV. The value obtained for the orbital gap is 9.387 eV. Its energy relative to the best compared isomer or geometry (same formula, charge and spin) is 121.9 kJ/mol.

```
15
Properties=species:S:1:pos:R:3:lowdin_charge:R:1
H 0.17 -2.10 -0.09 0.08
O 2.70 -0.36 0.04 -0.17
H -1.32 -2.36 0.98 0.09
C -0.94 -1.88 0.03 0.00
O -2.51 -0.06 -0.03 0.00
H -0.09 2.48 -0.85 0.10
H 3.15 -0.02 -0.91 0.14
C -0.54 1.94 0.04 -0.07
N -0.30 0.52 -0.05 0.01
H -0.23 2.41 1.00 0.09
H -1.61 2.06 0.07 0.07
H 0.61 0.19 0.02 0.06
H -1.37 -2.27 -0.84 0.05
C -1.30 -0.35 0.01 -0.53
H 3.59 -0.23 0.57 0.09
```



ORCA calculation (ωB97M-V/def2-TZVPD) on the ion C5H6ClN2O with charge +1.

The SMILES is O=C(Cl)Cc1c[nH]c[nH+]1. Its charge is +1. For the total energy, the calculation gives -22826.3096 eV. The value obtained for the orbital gap is 11.015 eV. Its energy relative to the best compared isomer or geometry (same formula, charge and spin) is 0.0 kJ/mol.

```
15
Properties=species:S:1:pos:R:3:lowdin_charge:R:1
H 1.43 -1.57 -2.24 0.19
H -0.22 -1.78 1.43 0.19
N 0.07 -1.41 0.54 0.17
C 0.74 -2.12 -0.35 -0.03
C -0.87 0.90 0.89 -0.10
H -1.95 0.83 0.75 0.12
N 0.94 -1.33 -1.40 0.13
C 0.39 -0.10 -1.15 0.03
C -0.37 2.30 0.58 -0.83
H 0.44 0.73 -1.84 0.16
H 1.06 -3.14 -0.26 0.17
C -0.15 -0.13 0.09 -0.19
O 0.78 2.56 0.41 0.08
H -0.67 0.74 1.96 0.15
Cl -1.61 3.51 0.60 0.76
```



ORCA calculation (ωB97M-V/def2-TZVPD) on a structure of composition C27H12AlClF4IN6O.

Its charge is +1. For the total energy, the calculation gives -77266.3037 eV. The value obtained for the orbital gap (spin up / spin down) is 3.837 / 3.837 eV. Its energy relative to the best compared isomer or geometry (same formula, charge and spin) is 24.4 kJ/mol.

```
53
Properties=species:S:1:pos:R:3:lowdin_charge:R:1
N 1.04 0.35 0.55 0.31
N -0.85 2.71 0.88 0.10
C 2.86 -0.70 2.02 -0.09
F 2.08 1.91 2.75 0.14
H 0.03 -2.32 -0.14 0.08
N 1.41 2.98 8.12 0.25
C 2.84 0.97 7.36 -0.10
H -2.98 -2.83 -1.91 0.11
C 3.05 0.67 6.05 -0.02
H -0.65 5.88 -0.16 0.12
F 4.29 -1.30 6.52 0.18
C -0.73 5.06 0.54 0.00
C 3.73 -0.94 4.32 -0.13
C -2.93 1.90 -1.88 -0.04
C 3.04 -0.21 3.29 0.02
F 2.10 2.71 5.25 0.16
C 2.53 1.09 3.70 -0.14
C -1.00 -2.24 0.22 -0.04
C -0.75 3.75 0.07 -0.05
F 4.31 -2.08 4.00 0.16
C 3.32 0.17 8.45 -0.14
C -2.71 0.45 -1.63 -0.33
C -0.79 5.29 1.90 0.04
Cl -0.87 5.85 4.96 0.76
H -4.01 -0.57 -3.04 0.11
O -1.03 0.58 2.36 -0.06
H -3.73 2.02 -2.61 0.09
C -0.88 4.20 2.79 -0.15
H -1.40 -3.24 0.30 0.09
H -0.95 3.25 6.05 0.10
C -2.74 -1.81 -1.66 -0.03
I -0.93 0.19 5.58 1.04
C 3.41 -1.92 1.50 -0.16
H -2.05 2.39 -2.30 0.07
N -1.81 -0.02 -0.66 0.01
Al -0.86 0.78 0.61 0.32
C 1.91 -0.09 1.17 0.00
C -1.86 -1.42 -0.70 -0.33
C -0.92 2.92 2.23 -0.11
C 2.04 2.08 7.78 -0.15
C -0.95 3.17 4.97 -0.15
N 3.70 -0.41 9.36 0.25
H -3.23 2.44 -0.97 0.08
C -0.99 1.74 3.02 -0.37
H -0.68 3.54 -0.99 0.12
C 2.54 1.50 4.97 -0.16
C -0.97 1.88 4.38 -0.62
H -0.98 -1.83 1.24 0.07
C -0.91 4.30 4.21 -0.60
H -0.77 6.30 2.29 0.11
C 3.72 -0.55 5.61 -0.12
N 3.85 -2.86 1.02 0.23
C -3.27 -0.63 -2.25 -0.03
```



ORCA calculation (ωB97M-V/def2-TZVPD) on a structure of composition C6H12IrN2OP in a non-equilibrium geometry.

Its charge is +1. For the total energy, the calculation gives -23557.3602 eV. The expectation value of S² is 8.7614. The value obtained for the orbital gap (spin up / spin down) is 4.233 / 7.208 eV. Its energy relative to the best compared isomer or geometry (same formula, charge and spin) is 0.0 kJ/mol. Its spin multiplicity is 6.

```
23
Properties=species:S:1:pos:R:3:mulliken_spin:R:1
C 2.58 0.69 1.00 0.39
H -1.44 -2.04 2.22 0.02
H 3.04 -1.44 1.54 0.01
H -3.66 1.82 -1.55 0.00
C 2.32 -1.01 -0.58 0.05
N -2.67 1.67 -1.55 -0.02
P -0.71 -2.04 0.97 0.20
H -2.11 2.02 -2.31 0.00
H -2.24 0.24 1.34 0.03
H -3.73 0.68 0.50 -0.03
H 1.88 2.33 -0.33 0.00
N -2.72 0.59 0.52 -0.04
O -0.77 0.95 -0.62 -0.15
H 2.29 -1.98 -1.05 0.01
H 1.56 0.39 -2.22 0.00
C -2.02 1.04 -0.53 0.26
C 1.96 0.25 -1.22 0.23
H -0.02 -3.30 1.01 0.13
H 2.78 1.25 1.92 -0.01
C 2.08 1.28 -0.21 0.29
Ir 0.59 -0.35 0.40 3.23
C 2.71 -0.72 0.80 0.30
H -1.71 -2.30 -0.04 0.09
```



ORCA calculation (ωB97M-V/def2-TZVPD) on a structure of composition C30H48BiP2 in a non-equilibrium geometry.

Its charge is +1. For the total energy, the calculation gives -56294.8579 eV. The value obtained for the orbital gap (spin up / spin down) is 3.778 / 3.778 eV. Its energy relative to the best compared isomer or geometry (same formula, charge and spin) is 95.9 kJ/mol.

```
81
Properties=species:S:1:pos:R:3:lowdin_charge:R:1
H -2.84 0.04 -3.16 0.05
H -0.43 1.62 -2.51 0.08
C -1.54 4.69 -3.08 -0.17
C 4.93 -3.83 -2.98 -0.07
H -0.19 -5.39 1.69 0.07
C 2.42 -2.86 -2.13 -0.33
H -1.28 2.39 -1.13 -0.01
C 1.96 -0.66 4.39 -0.08
H -1.92 6.53 -0.24 0.13
H -2.66 -2.81 2.86 0.06
H -2.48 0.56 1.13 0.05
C 2.25 2.54 -1.04 -0.23
C 4.32 -4.34 -1.83 -0.07
H -1.68 -1.34 -3.12 0.05
H 0.46 -3.23 -1.30 0.05
H -3.50 5.52 -1.65 0.11
C -3.16 2.88 -2.15 -0.15
H 3.42 -3.28 1.90 0.06
H -3.19 -1.44 -2.19 0.07
H -2.09 -0.83 3.65 0.05
H -0.48 3.26 1.00 0.02
C -2.51 3.51 -3.34 -0.17
C 3.06 -2.31 -3.25 -0.07
C 1.18 -1.77 3.81 -0.27
H 0.52 -1.94 -2.58 0.02
C -3.41 3.50 -0.98 -0.11
H 2.59 -4.31 -0.52 0.09
C -0.23 -1.88 3.77 -0.28
C 0.78 -5.05 2.07 -0.06
H 1.02 2.67 1.81 0.07
C -2.40 -0.75 -2.53 -0.22
H -3.49 1.18 -0.22 0.01
C 1.73 -2.93 3.18 -0.26
C 0.16 2.38 1.19 -0.23
C -0.54 4.48 -1.98 -0.13
H -3.52 1.86 -2.33 0.09
H 0.45 4.20 -2.34 0.08
H -1.97 2.71 -3.88 0.10
C -0.72 4.80 -0.69 -0.14
C -1.96 5.43 -0.12 -0.16
H 2.88 -0.48 3.82 0.06
C 1.05 -2.41 -1.75 -0.31
H 4.82 -5.14 -1.26 0.11
H 3.43 -4.20 3.42 0.09
H -0.76 0.10 4.37 0.05
P 0.83 1.65 -0.36 0.68
H -1.96 5.25 0.97 0.11
H 2.77 3.07 -0.22 0.07
H 1.97 3.25 -1.83 0.03
C 3.08 -3.87 -1.40 -0.04
H 1.47 -4.98 1.21 0.05
H 2.56 -1.52 -3.81 0.11
H -3.27 3.88 -4.05 0.13
H -3.53 -0.55 0.22 0.07
Bi 0.56 -0.90 0.05 1.32
P -1.60 -0.05 -1.08 0.68
H 2.93 1.79 -1.46 0.06
H 1.38 0.27 4.41 0.05
H -0.42 1.65 1.78 0.04
C -1.92 -3.62 2.86 -0.07
H 2.26 -0.88 5.43 0.09
H -1.96 -4.12 1.88 0.06
C -0.56 -3.11 3.13 -0.25
C 4.29 -2.81 -3.69 -0.08
C 3.16 -3.23 2.97 -0.06
H -3.85 2.96 -0.13 0.10
C -3.30 4.96 -0.73 -0.18
H -2.24 -4.35 3.62 0.09
H 5.89 -4.23 -3.32 0.11
H 0.14 4.80 -0.01 0.10
H -2.11 5.61 -2.91 0.11
H 1.18 -5.83 2.74 0.09
C 0.65 -3.76 2.77 -0.27
H 3.79 -2.45 3.43 0.07
H 4.75 -2.41 -4.59 0.11
H -0.96 4.83 -4.01 0.12
C -2.89 0.34 0.14 -0.22
C -1.20 -0.90 4.30 -0.08
H -1.56 -1.17 5.31 0.09
H -4.08 5.24 -0.01 0.12
C -0.68 1.53 -1.44 -0.53
```



ORCA calculation (ωB97M-V/def2-TZVPD) on an isolated molecule of C5H11NOS in a non-equilibrium geometry.

The SMILES is C=C[S@@](=N)(=O)C(C)C. For the total energy, the calculation gives -19732.8015 eV. The value obtained for the orbital gap is 10.215 eV. Its energy relative to the best compared isomer or geometry (same formula, charge and spin) is 414.3 kJ/mol.

```
19
Properties=species:S:1:pos:R:3:lowdin_charge:R:1
H 1.58 1.03 1.42 0.11
H 0.84 -0.53 1.88 0.05
H 1.30 -1.92 -0.47 0.06
C 1.33 -0.02 1.06 -0.16
H 2.37 -0.73 -1.08 0.09
C 1.32 -1.05 -1.04 -0.09
H 2.30 -0.44 1.02 0.07
H -1.62 -2.12 1.68 0.05
H 0.56 0.95 -0.67 0.13
N -0.95 -1.38 1.39 -0.24
O -1.63 -1.26 -1.20 -0.38
S -1.14 -0.63 0.08 0.73
C -2.67 1.30 -0.81 -0.04
C 0.53 -0.03 -0.16 -0.48
H -1.99 1.43 1.25 0.10
H -3.15 2.39 -0.92 0.12
H -2.75 0.66 -1.70 0.06
H 1.07 -1.16 -2.09 0.08
C -2.08 0.89 0.28 -0.26
```



ORCA calculation (ωB97M-V/def2-TZVPD) on a structure of composition C22H23FNO10P2PtS.

Its charge is -1. For the total energy, the calculation gives -80538.5351 eV. The value obtained for the orbital gap is 4.229 eV. Its energy relative to the best compared isomer or geometry (same formula, charge and spin) is 0.0 kJ/mol.

```
61
Properties=species:S:1:pos:R:3:lowdin_charge:R:1
P -3.48 1.67 -0.03 0.50
O 0.88 0.23 -0.71 -0.15
C 4.40 -1.14 4.61 -0.02
C 3.62 -2.30 4.02 -0.30
C -0.06 -2.01 6.10 0.05
H -4.96 3.14 -0.12 0.09
C 0.21 2.29 -6.34 -0.13
H -2.95 -0.31 0.55 0.06
O -2.32 2.21 0.79 -0.39
H 1.96 -3.62 6.74 0.12
C -0.12 2.69 -7.62 -0.12
H 4.21 -2.75 3.22 0.15
H -0.52 0.58 -3.54 -0.09
H 4.18 -3.75 5.49 0.12
C 0.10 -1.11 3.48 -0.04
O -0.69 2.53 -1.42 -0.44
C 3.26 -3.38 5.03 -0.14
C -3.40 2.04 -1.80 -0.57
H 2.79 -4.21 4.51 0.13
C 2.31 -2.82 6.09 -0.13
N 2.39 -1.81 3.38 0.02
H -0.17 -2.37 7.12 0.13
C 0.50 0.54 -8.46 -0.14
C -4.28 1.09 -2.61 -0.07
C 0.70 1.00 -6.08 -0.72
H 4.73 -0.46 3.83 0.09
O -1.92 3.33 -3.51 -0.29
C 0.03 1.82 -8.70 -0.15
H 0.08 2.97 -5.50 0.08
C 0.82 0.13 -7.18 -0.15
C 1.71 -0.47 -0.03 -0.57
H -0.23 2.14 -9.71 0.08
S 1.15 0.49 -4.46 0.51
F -2.29 -1.28 6.19 0.07
C 1.13 -2.16 5.43 -0.13
H 3.79 -0.57 5.31 0.09
C 1.41 -0.78 1.44 -0.01
O -3.76 0.14 0.26 -0.10
O -3.95 3.37 -1.82 -0.11
O 2.75 -0.93 -0.47 0.06
H -0.50 3.69 -7.78 0.09
C -1.10 -0.96 4.19 0.08
C 1.21 -1.69 4.10 -0.07
H 3.38 -1.51 1.58 0.15
Pt -0.69 1.19 0.04 1.19
H 5.28 -1.50 5.15 0.09
H 0.62 -0.16 -9.29 0.08
H 2.83 -2.10 6.72 0.12
H -3.89 0.07 -2.58 0.08
O -0.86 -0.12 1.60 -0.16
H -4.28 1.43 -3.64 0.09
H -3.41 3.83 -2.51 0.08
C 0.18 -0.62 2.11 -0.27
O -1.48 0.78 -3.14 -0.24
H -1.95 -0.49 3.72 0.14
C -1.15 -1.41 5.48 -0.26
H 1.19 -0.87 -7.00 0.08
H -5.31 1.10 -2.23 0.08
O -4.85 2.33 0.42 -0.09
P -1.69 2.21 -2.56 0.33
C 2.45 -1.37 2.12 0.04
```



ORCA calculation (ωB97M-V/def2-TZVPD) on a structure of composition C3H2Br4 in a non-equilibrium geometry.

For the total energy, the calculation gives -283311.5111 eV. The value obtained for the orbital gap is 9.448 eV. Its energy relative to the best compared isomer or geometry (same formula, charge and spin) is 36.9 kJ/mol.

```
9
Properties=species:S:1:pos:R:3:lowdin_charge:R:1
C -0.76 0.31 0.44 -1.29
Br 1.27 -2.01 0.78 0.67
C 0.57 0.71 -0.13 -0.34
Br -0.96 0.07 2.31 0.67
H 1.33 1.02 0.58 0.10
Br -0.06 -1.39 -2.09 0.68
Br -2.35 0.72 -0.52 0.68
H 0.55 1.34 -1.01 0.10
C 0.41 -0.77 -0.36 -1.28
```



ORCA calculation (ωB97M-V/def2-TZVPD) on a cluster of 2 separate species, C3H12NO in total in a non-equilibrium geometry.

Its charge is +1. For the total energy, the calculation gives -6835.6141 eV. The value obtained for the orbital gap is 11.931 eV. Its energy relative to the best compared isomer or geometry (same formula, charge and spin) is 173.7 kJ/mol.

```
17
Properties=species:S:1:pos:R:3:lowdin_charge:R:1
H -1.66 -2.26 -0.58 0.14
H -1.42 1.51 -0.56 0.12
H 3.67 -1.10 1.24 0.11
H -0.09 -0.25 -1.25 0.13
H -2.54 -1.06 0.21 0.11
O 2.68 -1.33 1.11 -0.08
H 2.60 -2.01 0.47 0.00
C -0.81 0.94 0.09 -0.17
H -2.32 -0.71 -1.47 0.13
C 0.60 1.69 0.07 -0.05
H 1.51 1.28 0.49 0.06
H 0.40 2.63 0.65 0.10
H 0.08 -0.87 0.29 0.20
N -0.53 -0.40 -0.43 -0.01
H -1.19 1.04 1.19 0.18
H 0.80 2.02 -0.95 0.08
C -1.78 -1.12 -0.58 -0.04
```